No. 1
# C31H40BiBrN4O5S4

C31H40BiBrN4O5S4 as an isolated structure (ωB97M-V with the def2-TZVPD basis set, the OMol25 dataset).

```
! RIJCOSX wB97M-V def2-TZVPD def2/J DEFGRID3
* xyz 2 1
Bi 0.98 0.35 -0.45
C -0.75 -2.44 -3.15
C 0.61 -3.10 -3.02
S 1.86 -2.18 -2.02
C 2.33 -3.50 -0.83
C 1.24 -4.02 0.07
S 0.35 -2.68 0.95
C -1.39 -3.22 0.74
C -1.88 -3.28 -0.69
S -1.48 -1.75 -1.62
H -0.70 -1.58 -3.82
H -1.46 -3.15 -3.56
H 0.55 -4.08 -2.57
H 1.04 -3.20 -4.02
H 2.75 -4.31 -1.43
H 3.12 -3.04 -0.24
H 0.49 -4.60 -0.47
H 1.70 -4.68 0.82
H -1.51 -4.19 1.23
H -1.96 -2.47 1.30
H -1.45 -4.12 -1.24
H -2.97 -3.40 -0.68
O -0.14 3.53 2.97
C 0.23 2.72 2.01
O 0.53 1.55 2.16
C 0.34 3.39 0.69
C 0.03 4.73 0.49
C 0.33 5.32 -0.73
C 1.04 4.59 -1.67
C 1.33 3.26 -1.39
N 0.92 2.67 -0.28
C 2.25 2.44 -2.28
O 2.72 2.91 -3.28
O 2.50 1.24 -1.82
H -0.11 3.11 3.85
H -0.43 5.30 1.29
H 0.06 6.35 -0.92
H 1.39 5.02 -2.59
C -6.08 0.35 4.81
C -4.91 0.30 3.90
C -5.02 0.73 2.58
C -3.94 0.76 1.72
C -4.11 1.21 0.31
C -2.69 0.30 2.19
C -1.54 0.26 1.36
O -1.35 0.89 0.31
C -2.56 -0.16 3.53
C -1.25 -0.64 4.08
C -3.66 -0.14 4.36
H -7.01 0.18 4.27
H -6.15 1.33 5.26
H -5.99 -0.38 5.61
H -5.99 1.06 2.22
H -5.16 1.25 0.03
H -3.58 0.55 -0.38
H -3.69 2.21 0.18
H -0.74 -0.39 1.72
H -0.41 -0.02 3.78
H -1.04 -1.66 3.73
H -1.28 -0.67 5.17
H -3.57 -0.46 5.38
C 5.36 -1.31 -1.43
N 4.47 -0.47 -0.65
C 4.31 -0.37 0.66
S 2.97 0.56 1.27
N 5.05 -0.92 1.60
C 6.37 -1.54 1.53
H 4.83 -1.61 -2.33
H 5.65 -2.21 -0.89
H 6.26 -0.76 -1.73
H 3.92 0.18 -1.22
H 4.71 -0.76 2.54
H 6.28 -2.63 1.51
H 6.93 -1.26 2.42
H 6.91 -1.19 0.66
Br -3.04 3.53 -3.69
C -1.57 2.35 -3.80
C -0.92 2.10 -5.01
C 0.16 1.23 -5.01
C 0.55 0.66 -3.81
N -0.07 0.92 -2.66
C -1.11 1.74 -2.64
H -1.26 2.56 -5.92
H 0.69 1.00 -5.92
H 1.40 -0.01 -3.75
H -1.59 1.88 -1.69
*
```

Values from the calculation:
Energy above the lowest of the compared OMol25 structures with the same formula, charge and spin, kcal per mole: 15.5
HOMO-LUMO gap, eV: 7.8
Molar mass, g/mol: 965.84
E_LUMO, eV: -5.71
E_tot, eV: -168207.3646

No. 2
# C31H40FeN9PS

C31H40FeN9PS as an isolated structure (ωB97M-V with the def2-TZVPD basis set, the OMol25 dataset).

```
! RIJCOSX wB97M-V def2-TZVPD def2/J DEFGRID3
* xyz 3 6
Fe 1.32 -0.22 -1.15
C 0.29 1.37 1.17
C 0.13 2.59 0.18
C -0.41 2.31 -1.20
C -1.12 3.34 -1.78
C -1.61 3.25 -3.09
C -1.45 1.99 -3.69
C -0.85 0.98 -3.04
N -0.23 1.14 -1.85
N 1.39 0.36 0.98
C 2.79 0.87 1.25
C 3.48 1.52 0.08
C 4.44 2.47 0.18
C 4.82 3.14 -1.01
C 4.19 2.77 -2.22
C 3.27 1.78 -2.23
N 2.87 1.19 -1.11
C 1.07 -0.77 1.87
C 0.04 -1.73 1.21
C -0.66 -2.60 1.97
C -1.45 -3.56 1.37
C -1.68 -3.41 0.01
C -0.97 -2.46 -0.68
N -0.05 -1.64 -0.09
H -0.60 0.75 1.02
H 0.26 1.71 2.22
H 1.01 3.29 0.15
H -0.58 3.20 0.74
H -1.19 4.29 -1.32
H -2.09 3.95 -3.66
H -1.89 1.78 -4.65
H -0.81 0.03 -3.50
H 3.37 -0.03 1.54
H 2.84 1.58 2.06
H 4.93 2.73 1.11
H 5.56 3.94 -1.03
H 4.48 3.19 -3.16
H 2.79 1.42 -3.12
H 0.77 -0.44 2.94
H 2.02 -1.32 2.00
H -0.52 -2.53 3.01
H -1.97 -4.27 2.00
H -2.42 -4.00 -0.50
H -1.14 -2.38 -1.77
C 5.50 -4.50 -3.83
C 4.86 -3.52 -2.89
C 5.03 -3.53 -1.55
C 4.17 -2.68 -0.79
N 3.25 -1.91 -1.40
C 3.14 -1.89 -2.69
S 1.71 -1.20 -3.39
N 4.04 -2.62 -3.42
C 4.31 -2.68 0.65
H 5.73 -4.09 -4.81
H 4.71 -5.25 -4.04
H 6.37 -5.02 -3.42
H 5.66 -4.28 -1.13
H 4.01 -2.56 -4.44
H 3.36 -2.95 1.16
H 4.44 -1.62 0.90
H 5.25 -3.16 1.02
C -6.27 -0.10 2.53
N -5.34 -0.17 1.45
C -5.39 1.09 0.77
N -5.02 2.23 1.66
C -5.95 2.33 2.73
N -5.84 1.02 3.48
C -4.52 0.85 4.07
P -3.11 0.87 2.89
C -4.06 -0.55 1.82
C -3.64 2.34 1.91
H -6.28 -0.97 3.15
H -7.24 0.06 2.07
H -6.40 1.23 0.46
H -4.75 1.00 -0.12
H -6.99 2.47 2.36
H -5.77 3.04 3.46
H -4.70 -0.05 4.71
H -4.51 1.69 4.80
H -3.99 -1.49 2.37
H -3.51 -0.70 0.85
H -3.08 2.41 0.98
H -3.61 3.29 2.47
*
```

Values from the calculation:
Energy above the lowest of the compared OMol25 structures with the same formula, charge and spin, kcal per mole: 31.8
HOMO-LUMO gap (alpha / beta), eV: 4.4 / 2.6
Molar mass, g/mol: 657.61
E_LUMO (alpha / beta), eV: -8.75 / -10.55
E_tot, eV: -100693.1000

No. 3
# C31H40GeN5NiO2

C31H40GeN5NiO2 as an isolated structure (ωB97M-V with the def2-TZVPD basis set, the OMol25 dataset).

```
! RIJCOSX wB97M-V def2-TZVPD def2/J DEFGRID3
* xyz 2 4
Ni 0.72 0.16 -0.59
C 2.70 -3.02 1.72
C 2.27 -2.27 0.50
O 1.66 -1.19 0.58
N 2.56 -2.82 -0.69
C 2.16 -2.21 -1.95
C 2.92 -0.93 -2.25
C 4.12 -0.95 -2.94
C 4.80 0.24 -3.15
C 4.25 1.43 -2.67
C 3.04 1.37 -2.00
N 2.38 0.22 -1.80
H 2.48 -2.41 2.60
H 3.76 -3.26 1.68
H 2.13 -3.95 1.80
H 3.04 -3.70 -0.71
H 1.09 -2.00 -1.93
H 2.35 -2.94 -2.74
H 4.53 -1.88 -3.29
H 5.74 0.25 -3.68
H 4.75 2.37 -2.80
H 2.58 2.26 -1.59
N -1.80 3.29 -0.84
C -1.16 2.14 -0.97
O 0.08 2.08 -0.80
C -1.93 0.90 -1.36
C -1.00 -0.30 -1.59
H -1.31 4.09 -0.48
H -2.81 3.31 -0.85
H -2.58 1.15 -2.21
H -2.62 0.71 -0.53
H -0.96 -0.58 -2.65
H -1.42 -1.18 -1.10
C -5.16 1.26 1.29
C -4.18 2.15 1.70
C -2.91 1.68 2.04
C -2.62 0.32 1.98
C -3.62 -0.56 1.58
C -4.88 -0.10 1.24
Ge -0.80 -0.28 2.29
C 0.07 0.68 3.74
C 1.46 0.74 3.81
C 2.09 1.38 4.86
C 1.33 1.99 5.85
C -0.05 1.94 5.79
C -0.68 1.30 4.74
C -0.66 -2.21 2.53
C -0.95 -3.10 1.50
C -0.83 -4.47 1.68
C -0.41 -4.97 2.91
C -0.12 -4.09 3.95
C -0.24 -2.72 3.76
H -6.15 1.62 1.04
H -4.40 3.21 1.79
H -2.15 2.39 2.36
H -3.42 -1.63 1.54
H -5.65 -0.80 0.94
H 2.06 0.27 3.03
H 3.17 1.41 4.91
H 1.82 2.49 6.68
H -0.64 2.41 6.57
H -1.77 1.26 4.71
H -1.28 -2.73 0.53
H -1.07 -5.16 0.88
H -0.33 -6.04 3.07
H 0.19 -4.48 4.91
H -0.01 -2.05 4.57
N -0.74 3.51 -5.27
C -0.72 2.24 -6.01
C -0.71 1.10 -4.99
N 0.31 1.45 -3.96
H -0.30 4.25 -5.79
H 0.24 2.48 -3.88
H -1.69 3.81 -5.08
H 0.19 2.21 -6.61
H -1.56 2.10 -6.70
H -0.49 0.14 -5.43
H -1.67 1.04 -4.47
H 0.14 0.99 -3.05
H 1.26 1.22 -4.26
*
```

Values from the calculation:
Energy above the lowest of the compared OMol25 structures with the same formula, charge and spin, kcal per mole: 0.0
HOMO-LUMO gap (alpha / beta), eV: 6.1 / 7.4
Molar mass, g/mol: 646.00
E_LUMO (alpha / beta), eV: -5.20 / -5.86
E_tot, eV: -141888.0920